Entry from OMol25: 2 unconnected molecules or ions with the total composition C2H5NO2S at a distorted geometry (ωB97M-V/def2-TZVPD).

Results
**HOMO**: -9.81 eV
**Gap between HOMO and LUMO**: 9.016 eV
**2S+1**: 1
**E_LUMO**: -0.79 eV

Each atom is followed by the atoms it is bonded to, with distances in Å.
Element x y z (Å)
1 C 1.5238 -0.1851 -1.1326  N3 1.266, H7 1.142, H8 1.031
2 C 0.6948 0.4542 0.9488  N3 1.455, H9 1.112, H10 1.139, H11 1.078
3 N 0.6203 -0.3501 -0.2615  C1 1.266, C2 1.455
4 O -2.8955 -0.5720 -1.2065  S6 1.424
5 O -2.9227 -0.8806 1.2469  S6 1.422
6 S -2.8914 -0.0280 0.1090  O4 1.424, O5 1.422
7 H 1.3938 -0.7601 -2.1107  C1 1.142
8 H 2.2441 0.5504 -1.1852  C1 1.031
9 H -0.2797 0.9795 1.0565  C2 1.112
10 H 1.6767 0.9943 0.7427  C2 1.139
11 H 0.8357 -0.2024 1.7926  C2 1.078